Record 1
The following is a DFT calculation (wB97M-V/def2-TZVPD) of a single C2H4N2S2 molecule at a distorted geometry.

Element x y z (Å)
S: 1.11595 0.44191 0.26434
H: 0.44903 -3.02003 0.00800
S: 0.18442 3.18503 0.32005
H: 2.03632 -2.23121 0.19704
C: -0.14481 1.62824 0.12012
H: -1.51476 0.15956 -0.41830
N: 0.31534 -1.00107 -0.02222
N: -1.34018 1.11890 -0.20298
C: 0.95846 -2.09506 0.07079
H: -2.05978 1.81373 -0.33685

As for the largest force on an atom: 2.14 eV/Å. As for the gap between HOMO and LUMO: 9.0852 eV. The value obtained for the calculated total energy is -984.4669 hartree. As for the structure (SMILES): C=NSC(N)=S.

=====

Record 2
The following is a DFT calculation (wB97M-V/def2-TZVPD) of a 2-piece molecular cluster, C42H37F6N4O2 overall at a distorted geometry.

Element x y z (Å)
C: 0.81343 0.55531 1.48431
H: 5.90660 -2.46727 -6.19510
C: 4.45064 -2.44101 -7.84020
C: -1.88356 2.34480 3.38787
C: -0.88067 -5.56563 -3.55356
C: -3.00534 -4.42438 -3.33815
C: 4.22177 -1.25685 -4.20976
C: -1.16683 -2.64084 1.62379
F: -2.69138 3.48903 7.74540
C: 3.14320 -2.08372 -8.22693
N: 1.85955 1.91650 -2.76142
C: 3.10940 1.83287 -0.86181
H: 0.33453 -5.63776 -1.75891
H: -1.91792 -3.11396 2.24999
H: -6.41898 6.26189 3.94355
C: 0.90548 2.21735 3.31345
C: 2.05405 -0.65613 -4.85315
H: 4.02929 1.59933 -0.31863
C: 2.18269 3.31561 -2.56539
C: -4.26798 6.44621 3.89379
C: -0.98285 -6.34165 1.38427
H: -2.70889 -5.93259 0.26428
C: -4.23004 3.93367 5.11556
H: 3.81769 3.87850 -1.22120
N: 2.96468 -0.77076 -3.79344
F: 0.06282 -5.68248 1.98261
H: 1.29658 3.95796 -2.62684
H: -4.27528 7.42163 3.40195
C: 2.26321 -1.49633 -7.30480
H: 0.62033 -3.14104 -1.25493
C: 2.87318 3.33078 -1.18103
H: -6.37847 4.05585 5.10613
C: -1.34058 3.58016 7.47553
H: 1.83737 0.80429 1.21168
C: 2.97082 1.16382 -2.25461
H: -1.05346 -0.91016 2.85436
H: -2.10513 6.36520 4.04971
N: -1.77614 3.97425 5.14345
C: -1.12152 4.53084 6.33190
C: -0.73546 -3.26838 0.42950
H: -0.05036 4.68105 6.18570
F: -1.46025 -7.25439 2.26689
C: 2.72836 -1.28843 -6.01198
C: -1.53205 -4.62278 -1.42483
C: 0.29598 2.99308 4.27742
H: 2.91660 3.63617 -3.33418
H: 3.91918 1.40868 -2.79554
C: -0.60107 -5.30917 -2.21589
C: 0.87559 -1.48814 0.08914
C: -1.99722 -5.36568 0.86514
C: -3.05277 5.86014 4.23176
H: -0.16092 -6.12202 -4.15397
C: -0.66969 -1.39403 1.95755
H: -3.93661 -4.05761 -3.76937
H: 1.99432 2.16254 3.25379
H: 2.22332 3.80537 -0.43984
O: 5.22847 -1.30634 -3.51457
C: -1.11980 3.09893 4.31350
C: 0.33983 -0.74672 1.17698
H: 1.53031 1.65210 -3.68628
C: -1.26848 1.50385 2.48580
H: -2.48965 -4.86020 1.69755
C: 2.69481 -0.32037 -2.41602
C: -5.46711 5.79871 4.19607
F: -0.71454 3.91750 8.63396
H: -1.62361 5.46777 6.58529
H: -1.88127 0.90650 1.81109
C: 4.01801 -1.63273 -5.63357
C: -2.07666 -5.11694 -4.11882
H: 0.89837 3.57374 4.97136
F: -0.93888 2.30950 7.13420
N: -1.30442 -4.42861 -0.03620
C: 0.28934 -2.65813 -0.33686
H: 1.24527 -1.20643 -7.55891
H: 1.75007 -1.08770 -0.41282
H: -3.45691 -3.67438 -1.34814
C: -5.44711 4.55102 4.83060
H: -4.19980 2.95715 5.60471
H: 2.82092 -2.26589 -9.25284
C: 0.15235 1.41080 2.41493
H: 3.32961 -0.92073 -1.75756
H: 5.11703 -2.89876 -8.57230
C: 4.90232 -2.21083 -6.53183
C: -2.75119 -4.20085 -1.98905
H: -2.96710 2.45020 3.38462
O: 0.96837 -0.08021 -4.80390
C: -3.02144 4.56822 4.79567
H: 2.25853 1.51903 -0.24961
H: 1.63172 -0.52144 -2.22790
H: -2.28144 -5.29862 -5.17070
F: -0.43515 -7.03885 0.32659

As for the largest force on an atom: 2.13 eV/Å. As for the gap between HOMO and LUMO: 5.9458 eV. The value obtained for the calculated total energy is -2591.1897 hartree. As for the net charge: +1.

=====

Record 3
The following is a DFT calculation (wB97M-V/def2-TZVPD) of a 2-piece molecular cluster, C2H8N2O2 overall at a distorted geometry.

Element x y z (Å)
C: -0.80180 0.60399 -1.29081
H: 0.64371 -0.85693 -0.80982
H: -1.30660 -1.35850 1.18205
O: 2.61579 -1.17874 -0.06413
N: -0.13584 -0.28596 -0.48415
H: -2.02485 0.11678 1.58074
H: 0.19553 1.29765 1.06018
H: -0.70654 0.35232 -2.41208
H: 2.35181 -1.92101 -0.56172
O: -1.37650 1.62636 -0.91210
H: 1.01243 -0.11729 1.36771
C: 0.03667 0.24410 0.94125
N: -1.12633 -0.38261 1.64450
H: 3.34619 -1.50246 0.37773

As for the largest force on an atom: 3.39 eV/Å. As for the gap between HOMO and LUMO: 9.2458 eV. The value obtained for the calculated total energy is -340.9620 hartree. As for the structure (SMILES): NCNC=O.O.

=====

Record 4
The following is a DFT calculation (wB97M-V/def2-TZVPD) of a 3-piece molecular cluster, C4H16NO2 overall at a distorted geometry.

Element x y z (Å)
H: 0.90826 0.93935 3.06234
H: -2.08439 1.33471 -3.40935
H: 2.30773 1.06634 0.99837
C: 0.35455 0.85454 2.10324
H: -0.63109 0.94620 -3.72716
H: 1.63527 0.87109 -1.23092
H: 0.36041 -3.44273 -0.30883
C: 0.81277 0.84020 -0.50363
H: 0.42263 1.85616 -0.49523
O: 0.17775 -2.93888 -1.11262
O: -1.22699 1.17571 -3.00015
H: -1.54413 0.10175 1.39816
H: 0.36817 -3.49762 -1.87294
C: 1.35436 0.54711 0.99378
H: -0.97305 -0.27779 -0.18691
H: -0.07788 1.83827 1.84426
H: 1.61750 -0.52089 0.98248
C: -0.87569 -0.03221 2.26230
N: -0.23112 -0.14447 -0.87486
H: 0.20559 -1.08042 -0.79504
H: -1.50940 0.25523 3.09609
H: -0.72983 -1.10746 2.44517
H: -0.64142 0.41581 -1.66856

As for the largest force on an atom: 3.55 eV/Å. As for the gap between HOMO and LUMO: 12.0986 eV. The value obtained for the calculated total energy is -366.9892 hartree. As for the net charge: +1.

=====

Record 5
The following is a DFT calculation (wB97M-V/def2-TZVPD) of a single C19H31N3O2 molecule.

Element x y z (Å)
H: -1.06355 3.65693 0.69221
C: 4.10331 -4.88839 1.12905
H: 5.77829 -6.20933 1.04204
H: -0.68240 4.52296 -2.91438
H: -4.16984 0.33129 -2.38215
H: 0.52449 4.91976 -0.77998
H: 3.57684 -4.32917 3.00797
O: -5.06257 1.71913 -3.50338
C: -1.27271 3.80735 -0.37733
H: -2.57108 1.46690 0.61282
C: 2.23948 -3.37076 1.81160
N: -0.87141 2.66606 -1.18583
C: 0.65200 -2.25367 0.40191
H: 0.99936 0.57987 0.77095
C: 0.08112 1.11507 0.51953
H: -3.85227 2.55397 -1.29823
H: -1.42072 0.96880 -2.17282
C: -0.92665 6.25459 0.06168
H: 5.84672 -5.05002 2.38034
C: -0.55579 5.08395 -0.84444
C: -1.88180 1.64666 -1.44148
H: -2.34637 3.96263 -0.48242
H: -1.38406 -0.25472 2.26491
H: 2.21169 -3.52793 -0.32197
H: 0.08269 -1.51523 3.64249
C: 1.62826 -2.79532 2.92283
H: -2.02595 -1.40328 1.06973
C: -1.15772 -0.78269 1.31924
C: -0.90780 5.38792 -2.29669
H: 4.75384 -6.44038 2.46870
C: -2.17345 0.81250 -0.18563
O: 3.94818 -4.85589 -0.06920
H: -0.64813 6.04965 1.09335
C: 1.74257 -3.08879 0.54200
H: -2.92601 0.05397 -0.41156
H: 2.00854 -3.00577 3.91359
C: 0.03740 -1.67643 1.50671
H: -4.85422 2.50901 -4.01508
H: -3.19254 0.87612 -3.76217
H: 1.07524 2.76662 -0.45517
H: -1.96682 5.62166 -2.38851
C: 5.19344 -5.70071 1.80253
H: 0.71867 1.39047 -1.51344
H: -2.87280 3.08825 -2.67649
C: -3.86879 1.20704 -2.96058
C: -3.15223 2.22399 -2.06891
C: 0.32885 2.01007 -0.70081
H: -0.20038 1.73531 1.39229
H: 0.26641 -2.02958 -0.58038
H: -0.33616 6.23884 -2.65972
H: -0.41460 7.15928 -0.25752
N: -0.95257 0.14163 0.21861
C: 0.54236 -1.95510 2.76863
H: -1.99892 6.43742 0.02601
N: 3.33554 -4.21279 2.03312

As for the largest force on an atom: 0.53 eV/Å. As for the gap between HOMO and LUMO: 8.8334 eV. The value obtained for the calculated total energy is -1057.3472 hartree. As for the structure (SMILES): CC(=O)Nc1ccc(CN2CCN(CC(C)C)[C@H](CCO)C2)cc1.

=====

Record 6
The following is a DFT calculation (wB97M-V/def2-TZVPD) of C5H9N2S as an isolated structure at a distorted geometry.

Element x y z (Å)
C: 2.67394 -0.48892 0.10286
C: -0.06588 0.71623 0.21096
H: 4.35247 1.05325 -0.62215
H: -1.94165 -2.19810 0.21251
H: -0.26956 2.77558 0.15872
C: -1.69044 -1.08370 0.07508
S: 4.35819 -0.14126 -0.09136
H: -2.93254 0.77026 -0.11741
C: -2.86218 -0.30099 -0.28369
N: -0.57467 1.80398 0.04765
H: 0.21752 -1.44212 0.52667
C: -0.43934 -0.64437 0.31101
H: 2.34428 -1.52965 0.44484
H: -3.62016 -0.52058 0.37021
H: -3.34913 -0.70198 -1.18144
H: 1.97624 1.43140 -0.25488
N: 1.82292 0.50096 0.09044

As for the largest force on an atom: 3.25 eV/Å. As for the gap between HOMO and LUMO: 9.6068 eV. The value obtained for the calculated total energy is -703.2525 hartree. As for the net charge: +1.